# 1
The following is a DFT calculation (wB97M-V/def2-TZVPD) of a molecular structure, C37H32AsF6OP2S4Zr.

The value obtained for the highest occupied orbital energy (spin up / spin down) is -0.507 / -0.507 Eh. As for the total charge: +2. Its total energy is -6661.7282 Eh. The value obtained for the energy above the lowest of the compared OMol25 structures with the same formula, charge and spin is 0.455 eV. The largest force on an atom comes out at 0.79 eV/Å. Its spin multiplicity is 2.

```
84
Properties=species:S:1:pos:R:3:forces:R:3
Zr 0.284412 -0.084103 1.428415 -0.369 0.095 0.686
S 2.903670 0.793337 1.512082 0.063 0.110 -0.132
C 3.289720 2.177342 0.600620 -0.031 -0.053 0.018
C 4.664022 2.499097 0.479768 0.034 -0.029 0.032
C 5.058629 3.609606 -0.232047 -0.006 0.016 -0.013
C 4.097589 4.429857 -0.816073 0.037 -0.022 0.013
C 2.734022 4.139727 -0.689611 -0.061 0.006 0.020
C 2.320303 3.028463 0.008527 -0.075 0.033 -0.055
As 0.453735 2.526076 0.145842 0.279 0.223 0.540
C 0.169113 2.770166 2.079884 0.030 0.292 -0.105
C -1.108258 2.541428 2.600506 -0.058 -0.053 0.001
C -1.387462 2.801429 3.937579 0.020 -0.015 0.006
C -0.397086 3.309570 4.760166 -0.014 -0.010 -0.005
C 0.866309 3.580627 4.243719 0.008 -0.003 -0.006
C 1.148393 3.318360 2.916049 0.015 -0.069 0.037
C -0.480837 4.077887 -0.526558 -0.053 -0.234 -0.269
C -0.721736 4.133464 -1.898445 -0.015 -0.031 -0.006
C -1.337846 5.249573 -2.445363 -0.005 0.012 0.017
C -1.721063 6.299748 -1.621698 0.009 -0.018 0.005
C -1.486773 6.236574 -0.254515 -0.020 0.024 -0.021
C -0.865725 5.126731 0.299655 0.043 0.005 0.107
H 5.391823 1.850891 0.950063 0.009 0.005 -0.003
H 6.108976 3.843870 -0.333180 0.004 -0.002 0.000
H 4.402331 5.306677 -1.371818 0.008 0.001 0.003
H 2.007294 4.802968 -1.142550 -0.004 -0.017 0.006
H -1.910046 2.208239 1.955784 -0.007 0.002 -0.017
H -2.379081 2.617133 4.328515 -0.010 -0.002 0.007
H -0.612714 3.516172 5.799913 0.000 0.000 0.005
H 1.630196 4.008923 4.878997 0.003 -0.001 0.003
H 2.132157 3.553283 2.532100 -0.017 0.010 -0.001
H -0.424087 3.313976 -2.543476 -0.002 0.005 0.001
H -1.518405 5.298199 -3.510613 -0.002 0.001 -0.004
H -2.203167 7.170171 -2.045681 -0.002 0.001 -0.004
H -1.784798 7.056218 0.385417 0.000 0.005 -0.003
H -0.682260 5.092200 1.367194 -0.001 0.001 -0.049
C -3.777480 1.144553 -0.483696 0.027 -0.033 0.010
S -3.044429 -0.077882 0.593238 -0.068 0.028 -0.127
O -1.537359 0.328321 0.487054 -0.075 -0.044 -0.043
C -3.202588 -1.544531 -0.363013 -0.017 0.007 0.018
C -3.853772 -2.612031 0.240868 0.002 0.007 0.024
C -3.998591 -3.793040 -0.472852 0.002 -0.001 -0.008
C -3.480238 -3.890528 -1.754912 -0.008 -0.007 0.004
C -2.815596 -2.816038 -2.341018 0.006 0.010 -0.003
C -2.674327 -1.630004 -1.647802 0.000 0.021 -0.006
H -3.264420 1.143979 -1.442645 0.008 -0.009 -0.004
H -3.691494 2.114620 0.003721 0.017 -0.001 0.007
H -4.826983 0.879752 -0.607834 -0.003 -0.011 0.017
H -4.236566 -2.522997 1.249890 -0.005 0.000 0.003
H -4.508174 -4.634423 -0.024794 -0.001 -0.002 0.001
H -3.588515 -4.814273 -2.307014 -0.001 -0.005 0.000
H -2.407412 -2.909682 -3.337762 0.002 0.001 -0.004
H -2.139139 -0.797231 -2.086848 0.000 -0.002 -0.006
F 1.191673 -0.522242 -0.537422 0.057 -0.109 -0.087
P 1.370465 -2.260691 -0.392650 -0.033 0.028 0.036
F 1.432195 -3.752574 0.001739 0.016 -0.020 -0.025
F 1.060805 -2.428477 -1.901388 0.016 -0.020 -0.012
F 2.904146 -2.055518 -0.546078 -0.002 -0.054 -0.044
F -0.218762 -2.144832 -0.001329 0.037 -0.059 -0.023
F 1.560122 -1.803903 1.316241 0.159 -0.137 -0.183
S 1.071697 0.094635 3.906464 -0.011 0.022 -0.259
P -0.429561 -1.152027 4.463552 -0.040 -0.078 0.046
S -1.296630 -1.724487 2.725958 0.066 0.137 -0.109
C -1.611489 -0.284826 5.503598 0.027 -0.032 -0.027
C -2.948028 -0.153229 5.145691 0.005 -0.007 -0.018
C -3.818668 0.529155 5.984552 -0.006 0.009 0.007
C -3.351674 1.081812 7.168007 -0.005 -0.004 -0.002
C -2.014896 0.944721 7.527263 0.001 0.004 0.011
C -1.143956 0.257045 6.700784 0.009 0.003 0.005
C 0.197116 -2.554049 5.380592 0.021 0.070 -0.013
C -0.636622 -3.658760 5.552241 -0.030 0.008 0.006
C -0.199430 -4.729663 6.310233 -0.009 -0.008 -0.001
C 1.059591 -4.695795 6.898480 0.012 0.013 -0.001
C 1.886207 -3.595351 6.727717 -0.001 -0.016 0.010
C 1.459412 -2.518694 5.964752 0.013 -0.004 -0.036
H -3.308188 -0.584849 4.220256 0.003 0.003 0.004
H -4.862933 0.621870 5.717461 -0.002 0.002 0.002
H -4.032467 1.610089 7.822023 -0.002 0.002 0.002
H -1.657281 1.362803 8.458590 -0.001 0.002 0.002
H -0.104859 0.140614 6.988397 0.002 0.000 0.002
H -1.617658 -3.686342 5.091887 -0.002 -0.002 0.004
H -0.837670 -5.592431 6.442227 -0.001 -0.002 0.002
H 1.397920 -5.535861 7.489821 0.002 -0.002 0.002
H 2.867058 -3.576234 7.182367 0.002 -0.001 0.002
H 2.111793 -1.667656 5.815727 -0.002 0.002 0.003
```
Positions in Å, forces in eV/Å.

---

# 2
The following is a DFT calculation (wB97M-V/def2-TZVPD) of a molecular structure, C5H11ClF3O3PbRhS.

The value obtained for the highest occupied orbital energy (spin up / spin down) is -0.269 / -0.336 Eh. Its total energy is -1883.9554 Eh. The largest force on an atom comes out at 2.88 eV/Å. Its spin multiplicity is 5.

```
26
Properties=species:S:1:pos:R:3:forces:R:3
Rh -0.434915 -0.347211 1.436720 1.815 0.403 1.446
Cl 0.157851 1.005652 -0.268767 0.711 1.013 -2.205
C -2.087301 -1.220912 1.092884 -2.616 -1.192 0.096
H -2.038061 -2.141951 1.701957 -0.511 0.153 -0.488
H -2.084855 -1.393676 0.006169 -0.436 -0.319 0.266
H -2.890496 -0.526790 1.442910 0.343 -0.736 -0.448
Pb 0.482885 0.073749 -2.745959 -0.324 2.254 0.162
C -1.475558 0.889156 -3.481165 0.126 -0.156 0.354
C 2.248998 1.423802 -2.913325 0.117 0.019 0.119
C 0.895838 -1.785757 -3.612710 0.413 -1.687 -0.906
H 2.966716 1.145849 -2.109661 -0.518 0.263 -0.648
H 2.694983 1.291244 -3.920925 -0.229 0.154 0.679
H 1.867948 2.454131 -2.762026 0.364 -0.667 -0.114
H -2.292718 0.302265 -3.021820 0.428 0.406 -0.328
H -1.502818 1.939957 -3.150544 -0.104 -0.516 -0.214
H -1.478761 0.800807 -4.580685 -0.053 0.055 0.528
H 0.107254 -2.323509 -4.174640 0.581 0.311 0.542
H 1.943665 -2.056051 -3.848934 -0.794 0.098 0.293
F -0.441853 0.203424 6.052231 0.432 -0.604 -0.916
C 0.078010 -0.495987 5.009295 -0.485 0.032 0.610
F 1.069492 -1.271946 5.466187 -0.472 0.413 -0.269
F -0.902820 -1.300938 4.516618 0.851 0.700 0.268
S 0.706311 0.702469 3.709817 0.562 -0.222 -0.959
O -0.533602 1.254025 3.106567 0.966 -0.263 0.771
O 1.609665 1.606255 4.371854 -0.817 -0.845 -0.402
O 1.334145 -0.228051 2.677940 -0.350 0.933 1.760
```
Positions in Å, forces in eV/Å.

---

# 3
The following is a DFT calculation (wB97M-V/def2-TZVPD) of a gas-phase ion, C5H10O (charge +1).

The value obtained for the highest occupied orbital energy (spin up / spin down) is -0.522 / -0.506 Eh. As for the total charge: +1. Its total energy is -271.2938 Eh. The value obtained for the energy above the lowest of the compared OMol25 structures with the same formula, charge and spin is 2.485 eV. The largest force on an atom comes out at 6.32 eV/Å. Its spin multiplicity is 2.

```
16
Properties=species:S:1:pos:R:3:forces:R:3
C 1.089519 0.397517 1.534870 -2.130 -1.867 2.151
O 0.431918 1.504733 2.133020 1.637 0.834 0.220
C 0.144736 -0.478540 0.515156 -0.127 -1.368 5.839
C 0.376942 -0.174050 -0.850066 -1.105 2.455 -5.406
C -0.976070 -0.091789 -1.723043 5.122 1.166 3.521
C -1.447633 -1.277765 -2.157560 -1.049 -2.207 -1.631
H 2.025015 0.719568 1.078470 0.115 -0.489 -0.086
H 1.179793 -0.357084 2.456480 0.530 1.073 -2.131
H 1.153935 1.995867 2.655154 -1.745 -0.839 -1.152
H -0.875396 -0.627071 0.957782 0.685 0.726 -0.558
H 0.579801 -1.441233 0.637889 0.122 -1.188 0.531
H 0.814560 0.793700 -0.681454 0.177 0.836 -1.698
H 1.098920 -0.822971 -1.374768 -0.381 0.120 0.342
H -1.321858 0.912946 -1.877354 -0.944 0.002 -0.128
H -2.367977 -1.209477 -2.735175 0.081 -0.674 -0.091
H -0.867107 -2.254350 -2.097326 -0.988 1.419 0.275
```
Positions in Å, forces in eV/Å.

---

- Among the records above, which one has the highest largest force on an atom?
  C5H10O